Entry from OMol25: a 2-piece molecular cluster, C3H10N2 overall (wB97M-V/def2-TZVPD).

```
15
Properties=species:S:1:pos:R:3:lowdin_charge:R:1
C -2.383 0.430 -0.576 -0.143
N -2.620 0.942 0.590 0.002
H -3.023 0.660 -1.471 0.074
H -1.581 -0.228 -0.671 -0.010
H -1.905 0.582 1.278 0.025
C 1.145 -0.206 1.260 -0.099
C 1.544 -0.720 -0.175 -0.239
N 0.523 0.008 -1.144 -0.053
H 1.520 0.815 1.476 0.083
H 1.500 -0.914 2.017 0.066
H 0.056 -0.237 1.275 0.030
H 1.517 -1.718 -0.551 0.080
H 2.593 -0.387 -0.263 0.083
H 0.847 0.052 -2.158 0.088
H 0.267 0.920 -0.889 0.014
```

strongest force on any atom: 4.131 eV/Å
highest occupied orbital energy: -9.3 eV
HOMO-LUMO gap: 0.37806 hartree
ΔE to the lowest compared entry with this formula, charge and spin: 189.2 kJ/mol
charge: 0